# 1
Molecular formula: C7H7FN2O2
Method: DFT, ωB97M-V/def2-TZVPD

CARTESIAN COORDINATES (ANGSTROEM)
C 0.303 0.725 -1.839
C 0.453 -1.660 -1.057
C 0.587 -0.733 -2.006
C -0.171 1.223 -0.750
C -1.137 -1.118 1.140
C 0.096 -1.675 0.382
C 0.100 -0.484 1.281
N 0.787 0.370 1.918
N -0.531 2.139 0.065
O -1.669 2.390 0.452
O 0.446 2.786 0.793
F 0.995 -1.137 -3.210
H 0.579 1.438 -2.544
H 0.466 -2.655 -1.391
H -1.850 -0.634 0.510
H -1.578 -1.690 2.040
H 0.393 -2.600 0.847
H -0.046 3.079 1.618
H 1.778 0.236 1.751

Forces on the atoms, in the same order (eV/Å):
0.5811 -1.8668 0.1946
-1.1911 0.3635 0.2133
-0.4428 0.7817 1.6095
-0.2312 0.8652 1.4109
-2.5131 -0.8624 0.6272
0.5580 0.4439 0.5382
2.6843 0.5671 1.1018
-0.8164 -1.0009 0.3110
0.3309 -0.3013 0.2115
-1.5420 0.2575 -0.1046
0.3053 0.3985 0.4751
-0.0520 0.2894 -0.6086
0.4016 0.7743 -1.8315
0.6653 -1.2260 -0.8272
-0.7154 0.2913 -0.1414
0.8371 0.7826 -1.6919
0.4537 -0.0930 0.0985
0.4666 -0.6402 -1.2056
0.2201 0.1757 -0.3808

- orbital gap (eV) = 8.9
- ΔE to the lowest compared entry with this formula, charge and spin (kJ/mol) = 433.4
- total energy (Ha) = -630.50336
- highest occupied orbital energy (eV) = -8.952

***

# 2
Molecular formula: C7H7I
Method: DFT, ωB97M-V/def2-TZVPD

CARTESIAN COORDINATES (ANGSTROEM)
C -1.124 -1.298 2.848
C -1.764 -0.897 1.952
C -0.131 0.589 -0.709
C -1.073 0.353 0.004
C 2.262 0.229 -0.925
C 1.076 0.933 -1.540
C -2.285 -0.199 0.812
I -3.434 -1.353 -0.568
H -0.465 -1.768 3.525
H 2.151 -0.837 -1.136
H 2.417 0.277 0.148
H 3.173 0.529 -1.313
H 1.219 1.960 -1.473
H 0.911 0.749 -2.689
H -2.934 0.736 1.063

Forces on the atoms, in the same order (eV/Å):
1.4838 -1.3873 1.8821
-1.4529 1.1992 -1.8364
0.1340 0.3976 -0.7050
-1.3287 -1.0148 0.6386
-0.7132 -1.8745 0.1189
-1.5750 -1.4464 -0.4768
0.9754 3.3507 -1.4873
-0.2494 -0.2648 0.0758
0.0249 -0.0467 0.4563
0.1886 -0.0719 0.0175
-0.7408 0.4726 0.2561
1.7909 0.7073 -1.2107
0.1371 2.0631 0.1374
0.3203 -0.1398 2.2874
1.0050 -1.9442 -0.1539

- orbital gap (eV) = 9.5
- ΔE to the lowest compared entry with this formula, charge and spin (kJ/mol) = 101.0
- total energy (Ha) = -568.45750
- highest occupied orbital energy (eV) = -9.312

***

# 3
Molecular formula: C7H7IrN3O5SSe
Method: DFT, ωB97M-V/def2-TZVPD

CARTESIAN COORDINATES (ANGSTROEM)
Ir 1.477 0.343 -0.608
O -0.221 1.538 -0.616
N -1.435 0.963 -0.590
C -2.472 1.795 -0.347
C -3.752 1.332 -0.328
C -3.971 -0.038 -0.560
C -2.909 -0.857 -0.808
C -1.584 -0.355 -0.833
S -0.231 -1.324 -1.149
H -2.183 2.821 -0.181
H -4.563 2.019 -0.137
H -4.975 -0.442 -0.536
H -3.036 -1.915 -0.985
O 4.119 -0.619 -0.492
N 3.022 -0.509 -0.678
Se 2.582 2.409 -0.721
C 2.558 0.602 2.231
C 1.342 0.255 1.419
O 0.288 -0.038 1.891
H 2.382 0.347 3.276
H 2.734 1.672 2.106
H 3.436 0.087 1.848
O 2.947 -3.736 -1.944
N 2.040 -3.537 -1.124
O 2.405 -2.815 -0.137

Forces on the atoms, in the same order (eV/Å):
-0.5965 -0.4054 -1.1572
0.2013 -0.0447 0.0112
0.0538 -0.0008 0.1222
0.0681 0.0683 0.0340
-0.0947 -0.0768 -0.0236
0.0077 0.0795 0.0120
0.0436 -0.0140 -0.0203
-0.0332 -0.1514 -0.0592
0.1380 -0.0979 0.1752
0.0437 -0.0093 0.0111
0.0066 -0.0129 0.0175
0.0108 0.0094 -0.0109
0.0140 0.0135 -0.0025
0.8774 -0.5489 -0.5756
-0.9545 1.0248 1.2168
0.3659 0.4924 -0.0224
0.0614 -0.0642 0.0074
-0.0337 -0.4534 0.1750
-0.1522 0.2559 0.0808
-0.0084 -0.0391 -0.0185
-0.0070 -0.0014 -0.0553
0.0086 -0.0045 0.0509
-0.5293 -0.1685 -0.2440
1.3037 0.4754 0.4652
-0.7949 -0.3264 -0.1899

- orbital gap (alpha / beta) (eV) = 5.7 / 5.7
- ΔE to the lowest compared entry with this formula, charge and spin (kJ/mol) = 96.6
- total energy (Ha) = -3715.21950
- highest occupied orbital energy (alpha / beta) (eV) = -4.106 / -4.108
- net charge = -1

***

# 4
Molecular formula: C7H7N2O2
Method: DFT, ωB97M-V/def2-TZVPD

CARTESIAN COORDINATES (ANGSTROEM)
C -0.648 2.137 -0.027
C -0.428 -0.010 -0.411
C -1.737 0.351 -0.614
C 2.092 -2.252 0.228
C 2.600 -1.364 0.817
C 3.116 -0.147 1.412
C -2.932 -0.496 -0.898
N -1.818 1.760 -0.387
N 0.277 1.116 -0.182
O 2.884 0.863 0.742
O 3.691 -0.129 2.516
H -0.261 3.203 0.100
H 1.612 -3.156 -0.219
H 0.275 -0.905 -0.359
H -3.764 -0.174 -0.297
H -3.325 -0.392 -1.872
H -2.988 -1.613 -0.593
H 1.352 1.208 0.044

Forces on the atoms, in the same order (eV/Å):
3.1403 1.0077 -1.3286
1.6554 -1.5032 -0.4945
0.7742 0.5956 0.7652
-1.7536 -3.7584 -1.7211
0.7601 0.7592 0.8142
1.0294 0.9935 2.2799
-0.7915 -1.4491 1.6542
-2.1914 -1.7428 -0.0549
1.3412 2.3911 1.7313
-0.6756 1.6828 -1.7834
-0.1169 -1.1845 -0.3091
-0.9079 -1.6418 0.0137
0.8381 1.5612 0.6655
-1.9408 0.8261 -0.4339
-0.3957 0.7256 0.5126
-0.0780 -0.0721 -1.4811
1.1539 1.6334 -0.7464
-1.8413 -0.8242 -0.0835

- orbital gap (eV) = 8.6
- ΔE to the lowest compared entry with this formula, charge and spin (kJ/mol) = 196.4
- total energy (Ha) = -530.92398
- highest occupied orbital energy (eV) = -5.071
- net charge = -1

***

# 5
Molecular formula: C7H7N2O2
Method: DFT, ωB97M-V/def2-TZVPD

CARTESIAN COORDINATES (ANGSTROEM)
C -2.656 -1.045 0.269
C -1.300 -0.776 0.009
C -1.279 0.604 -0.181
C 1.088 2.177 0.185
C 0.014 1.053 -0.508
C 0.071 -1.360 -0.087
C 2.128 0.171 0.216
N -3.334 0.073 0.223
N 0.892 -0.169 -0.542
O -2.498 1.098 -0.056
O 2.247 1.578 0.276
H -3.149 -1.973 0.476
H 0.978 3.240 0.202
H 0.429 -1.733 0.878
H 0.141 -2.169 -0.814
H 2.057 -0.227 1.244
H 3.031 -0.216 -0.265
H 1.141 -0.326 -1.525

Forces on the atoms, in the same order (eV/Å):
0.3208 0.3967 -0.1282
0.3358 1.5406 -0.2928
-0.2846 -2.4575 0.2140
-4.7944 -5.4082 -3.0857
4.6777 5.6264 2.8607
-0.6589 -0.7528 0.4288
0.6099 -0.5482 0.8048
-1.3721 -0.8744 0.4007
-0.1155 0.2524 -0.5893
0.9910 0.8340 -0.3278
0.4644 0.5448 -0.1297
-0.2472 -0.1321 0.0632
0.1780 0.4242 0.1689
0.1974 0.1510 -0.0920
0.2367 0.1516 -0.0191
-0.1635 0.1557 -0.4084
-0.3412 0.0533 -0.0199
-0.0343 0.0425 0.1517

- orbital gap (alpha / beta) (eV) = 7.2 / 7.8
- ΔE to the lowest compared entry with this formula, charge and spin (kJ/mol) = 323.4
- total energy (Ha) = -530.48229
- highest occupied orbital energy (alpha / beta) (eV) = -12.325 / -12.416
- net charge = +1

***

# 6
Molecular formula: C7H7N2O2S
Method: DFT, ωB97M-V/def2-TZVPD

CARTESIAN COORDINATES (ANGSTROEM)
C 0.276 1.250 1.230
C 0.265 1.062 -0.043
C 1.494 1.499 -1.003
C 3.026 -0.050 -0.011
C -1.450 -0.851 -0.365
C -2.234 0.426 -0.324
C -0.818 0.433 -0.830
N 2.647 1.043 -0.630
N 4.018 0.111 0.928
O 0.424 1.531 2.373
O 1.221 2.276 -1.893
S 2.569 -1.608 -0.400
H -1.104 -1.265 0.569
H -1.707 -1.600 -1.100
H -3.036 0.563 -1.036
H -2.425 0.870 0.642
H -0.677 0.552 -1.897
H 4.027 0.997 1.409
H 4.211 -0.706 1.486

Forces on the atoms, in the same order (eV/Å):
1.0407 0.8446 1.1892
0.2294 -0.1474 -1.6831
-1.3348 -0.2407 1.5866
0.1918 0.1578 -0.2662
0.0462 -0.1739 -0.0770
-0.2495 0.0473 -0.1830
-0.4854 -0.1948 0.2628
1.5087 0.4110 0.3318
0.1060 0.1640 0.3366
-0.4520 -0.4377 -0.7430
-0.1781 0.1997 -0.5752
-0.4234 -0.8692 -0.0993
0.1357 0.0345 0.0652
-0.0294 0.0118 -0.1056
-0.0302 -0.0038 -0.0382
0.0361 0.0837 0.1044
-0.0577 0.0225 0.0830
0.0346 0.0198 -0.0882
-0.0886 0.0710 -0.1008

- orbital gap (eV) = 7.6
- ΔE to the lowest compared entry with this formula, charge and spin (kJ/mol) = 27.1
- total energy (Ha) = -929.14008
- highest occupied orbital energy (eV) = -4.124
- net charge = -1

***

# 7
Molecular formula: C7H7N2PS2
Method: DFT, ωB97M-V/def2-TZVPD

CARTESIAN COORDINATES (ANGSTROEM)
C 3.015 0.031 -0.037
C 1.518 -0.105 -0.044
C 0.906 -1.286 -0.321
C -0.509 -1.400 -0.296
C -1.308 -0.337 -0.029
P -3.104 -0.486 -0.070
S -3.993 0.274 -1.625
C -0.707 0.917 0.264
N -1.319 2.050 0.569
S -0.176 3.157 0.764
N 1.135 2.254 0.552
C 0.718 1.033 0.256
H 3.301 0.932 -0.563
H 3.478 -0.827 -0.507
H 3.368 0.088 0.987
H 1.480 -2.164 -0.559
H -0.973 -2.352 -0.509
H -3.505 0.091 1.145
H -3.326 -1.869 0.024

Forces on the atoms, in the same order (eV/Å):
-0.4755 -0.1191 -0.0188
1.0501 -0.0815 -0.0604
-0.4009 0.2033 0.1089
-0.1110 0.0575 -0.0743
-0.6910 -0.2021 0.3257
-0.2651 0.5941 -0.8971
0.0891 -0.0446 0.1563
0.4504 -0.2564 -0.0450
-0.3853 0.4558 -0.1118
0.0645 -0.2408 0.2573
0.3095 0.5843 -0.1281
-0.6110 -0.5694 -0.0305
0.2021 0.2090 -0.0243
0.0974 -0.1434 -0.1022
0.1553 0.1552 0.1635
0.2535 -0.1184 -0.0389
0.0489 -0.1703 -0.0551
0.0389 -0.3101 0.1420
0.1800 -0.0028 0.4329

- orbital gap (eV) = 7.6
- ΔE to the lowest compared entry with this formula, charge and spin (kJ/mol) = 7.1
- total energy (Ha) = -1518.18980
- highest occupied orbital energy (eV) = -8.583

***

# 8
Molecular formula: C7H7N3S
Method: DFT, ωB97M-V/def2-TZVPD

CARTESIAN COORDINATES (ANGSTROEM)
C -2.451 0.021 0.226
C -0.951 -0.310 -0.055
C -0.518 -1.648 -0.026
C 0.774 -1.883 -0.002
C 1.843 -0.914 0.029
C 1.410 0.433 -0.274
C -0.065 0.806 -0.319
H -2.946 0.464 -0.770
H -2.518 0.818 0.978
H -3.119 -0.815 0.318
H -0.944 -2.658 -0.162
H 1.345 -2.839 -0.340
H -1.293 2.846 -0.184
H 0.445 2.961 0.338
N 3.128 -1.080 0.182
N 2.428 1.192 -0.163
N -0.366 2.194 0.139
S 3.800 0.413 0.085

Forces on the atoms, in the same order (eV/Å):
0.4165 1.5428 -3.3063
-1.7209 3.7322 -0.3405
0.5193 -1.4440 -0.8462
6.0042 -2.7663 -1.1256
-2.7682 0.6117 -0.8918
-1.9227 -1.1195 1.2016
0.4311 -0.5270 2.9284
1.2642 -0.4081 1.9221
-0.2329 -0.4790 0.0378
0.1943 -0.6016 0.9399
-1.5361 1.3093 0.1369
-2.0015 0.7057 1.2620
3.4403 -3.2129 0.7731
-2.1771 -3.2741 -1.1359
0.6403 -0.2767 0.1535
1.4618 4.0138 -0.6841
-0.9685 3.0011 -1.0545
-1.0443 -0.8075 0.0297

- orbital gap (eV) = 7.5
- ΔE to the lowest compared entry with this formula, charge and spin (kJ/mol) = 394.5
- total energy (Ha) = -833.28420
- highest occupied orbital energy (eV) = -7.940

***

# 9
Molecular formula: C7H7N4O
Method: DFT, ωB97M-V/def2-TZVPD

CARTESIAN COORDINATES (ANGSTROEM)
C 2.590 -0.768 0.274
C 0.620 2.206 -0.271
C 1.629 0.245 0.091
C -0.400 1.374 0.162
C -2.149 -0.073 0.403
C -0.784 -0.930 0.531
C -0.636 -1.913 -0.594
N 3.300 -1.665 0.343
N 0.198 0.197 0.321
N 1.790 1.526 -0.119
N -1.739 1.228 0.184
O -3.246 -0.456 0.464
H 0.706 3.205 -0.440
H -0.488 -1.267 1.549
H -0.760 -1.588 -1.641
H -1.174 -2.799 -0.688
H 0.295 -2.408 -0.571
H 2.697 2.045 -0.078
H -2.450 1.843 0.082

Forces on the atoms, in the same order (eV/Å):
-3.0201 2.7667 -0.4495
0.8652 0.1045 0.5839
-1.0220 -5.2300 1.2009
-0.5217 -1.8034 -0.9575
3.3204 -2.1856 0.9384
0.3668 1.4584 -0.2834
0.5992 0.0067 -1.4420
1.5013 -1.6780 0.2179
-1.0169 -2.6669 1.0128
3.3289 6.1450 -1.2622
2.5365 -0.7145 0.2964
-1.7811 -0.3518 -0.0298
-0.4024 2.5854 -0.5495
-1.0951 -0.4314 -0.6073
0.1510 1.0162 0.5936
-2.1834 -1.2705 1.1363
1.7762 0.0668 0.2104
-1.2113 -0.9153 -0.1119
-2.1912 3.0978 -0.4976

- orbital gap (alpha / beta) (eV) = 7.5 / 7.3
- total energy (Ha) = -564.79906
- highest occupied orbital energy (alpha / beta) (eV) = -11.024 / -15.146
- multiplicity = 3
- net charge = +1

***

# 10
Molecular formula: C7H7N5OS
Method: DFT, ωB97M-V/def2-TZVPD

CARTESIAN COORDINATES (ANGSTROEM)
O 0.371 -0.284 -2.488
N -3.562 1.422 -1.086
N -3.589 1.331 -2.382
N -1.839 0.784 0.715
S -0.182 0.054 2.556
C -0.279 -0.052 -1.460
C -0.613 0.309 0.896
C -2.345 0.911 -0.590
C -1.605 0.472 -1.677
N -2.388 0.767 -2.771
N 0.239 -0.109 -0.148
C 1.546 -0.515 2.587
C 1.703 -0.210 0.095
C 1.949 -1.168 1.273
H -2.024 0.600 -3.731
H 1.635 -1.224 3.411
H 2.240 0.301 2.782
H 2.105 0.770 0.287
H 2.233 -0.593 -0.823
H 1.405 -2.098 1.200
H 2.999 -1.469 1.355

Forces on the atoms, in the same order (eV/Å):
0.4484 -0.4050 1.4449
0.6377 -0.2966 0.5017
2.2565 -0.7164 0.8915
0.7982 -0.2451 -0.1447
0.0243 0.1511 0.8546
1.1347 0.4164 -2.8934
-1.9737 0.3688 -1.8565
0.6297 -0.5191 -0.6732
-2.0020 0.9034 1.8653
1.3193 -0.6857 -0.0419
-0.9639 0.8448 -0.2388
0.2826 -0.0058 -0.5502
0.1122 -1.8128 -0.8368
0.2228 0.2900 0.4178
-1.1592 0.4258 0.9290
-0.2138 0.0575 -0.0033
-0.2350 0.2769 0.1560
0.0650 0.4642 0.2224
-1.0249 0.3819 0.7530
-0.3544 -0.2068 -0.5667
-0.0043 0.3124 -0.2306

- orbital gap (eV) = 8.9
- ΔE to the lowest compared entry with this formula, charge and spin (kJ/mol) = 18.3
- total energy (Ha) = -1018.12925
- highest occupied orbital energy (eV) = -8.653

***

# 11
Molecular formula: C7H7N5S
Method: DFT, ωB97M-V/def2-TZVPD

CARTESIAN COORDINATES (ANGSTROEM)
N 0.193 2.301 0.166
N 0.411 0.567 1.610
N -1.744 -3.807 0.281
S 1.890 2.802 2.152
C 0.737 1.848 1.249
C -0.456 0.218 0.696
C -1.976 -2.960 -0.730
C -1.206 -3.355 1.415
C -1.641 -1.596 -0.667
C -0.930 -2.021 1.603
C -1.042 -1.123 0.539
N -1.607 1.539 -1.229
N -0.669 1.326 -0.179
H 2.071 3.733 1.187
H -2.421 -3.298 -1.665
H -1.067 -4.022 2.263
H -1.669 -0.980 -1.592
H -0.554 -1.645 2.542
H -1.358 2.413 -1.672
H -2.562 1.592 -0.840

Forces on the atoms, in the same order (eV/Å):
-1.5204 0.4739 -0.3164
0.0867 0.8666 -0.2026
-0.2028 -0.5303 -0.4823
0.3925 0.1549 0.1131
1.0541 -0.5662 0.5582
-1.2186 1.5670 -2.0071
0.4632 1.1127 0.6852
-0.8623 0.4563 -0.2748
1.0704 0.1240 0.2871
0.5126 0.8255 -0.1266
-0.8271 -0.5135 -0.9997
0.0493 -0.8910 0.6445
0.2924 -1.8224 0.7972
-0.1804 -0.2899 0.2250
0.0791 -0.4587 0.3862
-0.0260 -0.2846 -0.4042
-0.2117 -0.3719 0.9724
0.1501 -0.1109 0.0825
0.0840 0.0614 0.1296
0.8148 0.1971 -0.0674

- orbital gap (eV) = 8.6
- total energy (Ha) = -942.87064
- highest occupied orbital energy (eV) = -8.554

***

# 12
Molecular formula: C7H7NO
Method: DFT, ωB97M-V/def2-TZVPD

CARTESIAN COORDINATES (ANGSTROEM)
C 2.263 -0.173 -0.131
C 1.115 -0.192 -0.868
C 0.051 -1.120 -0.572
C -1.327 -0.676 -0.278
C -0.476 -1.103 0.853
C -0.936 0.315 0.878
C -0.102 1.408 0.432
N 3.129 -0.263 0.640
O -0.428 2.355 -0.434
H 1.337 0.047 -1.993
H 0.276 -1.985 -1.067
H -2.229 -0.918 -0.730
H -0.442 -1.775 1.673
H -1.859 0.568 1.492
H 0.869 1.475 0.823
H -1.244 2.038 -0.718

Forces on the atoms, in the same order (eV/Å):
1.7193 -0.9896 1.9232
-0.8455 3.4197 -2.7532
0.1825 1.5246 1.9061
1.0342 0.4678 1.1239
0.1635 0.5187 -0.6967
-2.7283 -0.2008 -1.0592
3.3899 -1.8177 -1.7522
-0.0920 0.4044 -0.3563
0.9626 0.6143 1.6598
-0.8002 -0.1934 2.0419
-0.5453 -2.9060 -0.8438
-1.5782 -0.5398 -0.2636
-0.2836 -0.6921 0.1938
1.3227 -0.3416 -0.4929
0.9125 0.9532 1.0345
-2.8141 -0.2216 -1.6656

- orbital gap (alpha / beta) (eV) = 7.7 / 7.7
- ΔE to the lowest compared entry with this formula, charge and spin (kJ/mol) = 500.8
- total energy (Ha) = -400.72004
- highest occupied orbital energy (alpha / beta) (eV) = -7.695 / -7.693

***

# 13
Molecular formula: C7H7NO
Method: DFT, ωB97M-V/def2-TZVPD

CARTESIAN COORDINATES (ANGSTROEM)
C 1.015 0.840 0.463
C 1.477 -0.215 1.440
C -1.087 0.316 -1.088
C -0.971 -1.106 -0.347
C -2.153 0.578 -1.849
C 0.153 1.072 -0.552
C 1.080 -1.530 1.556
N -0.018 -1.744 0.578
O -1.855 -1.887 -0.601
H 1.638 1.652 0.509
H 2.231 0.266 1.978
H -2.287 1.597 -2.388
H -2.820 -0.178 -1.975
H 0.304 1.988 -0.945
H 1.433 -2.443 2.076
H -0.264 -2.720 0.608

Forces on the atoms, in the same order (eV/Å):
-1.1741 -2.9585 -0.0451
-0.8989 -0.7553 -0.6092
3.6175 -1.2212 3.5588
-1.0645 -0.8897 -0.0179
2.7625 3.6171 -0.1122
-2.6239 -2.6442 0.2034
-2.0730 3.5206 -3.8279
1.3398 -0.4338 0.9765
-0.5204 -0.2338 -0.5105
1.6857 1.8480 0.5549
1.2691 -0.1718 1.3317
0.3005 -1.9941 1.0954
-2.0123 -1.8906 -0.4289
0.3318 2.9634 -1.5575
-0.2952 1.1748 -0.2585
-0.6445 0.0692 -0.3532

- orbital gap (eV) = 8.5
- ΔE to the lowest compared entry with this formula, charge and spin (kJ/mol) = 303.5
- total energy (Ha) = -400.79520
- highest occupied orbital energy (eV) = -8.225